134
Properties=species:S:1:pos:R:3:forces:R:3:mulliken_charge:R:1 method="wB97M-V/def2-TZVPD" homo_ev=-11.23 relative_energy_kj_mol=425.70 total_charge=+1
C -3.5472 0.6538 3.8711 -0.3 -0.6 -0.3 -0.8350
C -3.1443 1.2179 2.3793 4.5 -1.0 -0.2 -0.1464
I -4.7715 2.2874 1.2875 1.5 -1.0 0.9 -0.0108
C -1.7737 1.0374 1.7524 -4.3 1.9 1.2 -0.3340
I -0.1244 0.0058 2.8472 -1.8 1.0 -1.2 0.2897
C -1.5021 1.6028 0.2099 0.5 -0.8 -0.2 0.2927
C -0.0030 1.4732 -0.4346 1.0 0.7 -1.3 -0.2331
C 0.0775 0.3816 -1.6957 -1.3 1.3 -0.2 0.0697
C -1.4899 -0.1999 -1.7309 2.3 -1.0 0.0 -0.3822
N -2.2397 0.5144 -0.6011 -0.7 -2.2 0.7 -0.2433
H -4.1122 -0.3717 3.6950 1.1 2.1 0.4 0.2565
H -4.2642 1.3538 4.4833 1.4 -1.2 -1.6 0.3500
H -2.6284 0.4208 4.5707 -1.6 0.6 -1.8 0.2018
H -2.0240 2.6212 -0.0993 1.2 -2.1 1.3 0.3153
H 0.1408 2.4804 -1.0109 0.1 -1.7 1.6 0.1133
H 0.9226 1.2394 0.2410 -2.1 0.7 -0.7 -0.0332
H 0.9280 -0.4417 -1.5576 -2.2 1.8 -0.3 0.1161
H 0.2739 1.0270 -2.6719 -0.2 -1.7 2.1 -0.0223
H -2.1027 -0.0717 -2.7200 1.5 -0.6 2.0 0.3067
H -1.3167 -1.2841 -1.2960 -1.1 1.9 -1.7 0.1938
H -2.3072 -0.2639 0.1075 -0.3 1.0 -0.8 0.3604
H -3.2392 0.6825 -0.8495 1.0 0.4 0.2 0.3818
O 2.3742 0.8700 -4.5243 0.5 1.9 0.3 -0.5960
C 2.7698 2.0193 -4.6973 -0.6 -1.1 0.0 0.8664
O 2.9709 2.8411 -3.6433 -0.1 -0.8 0.2 -0.3728
C 3.5851 4.1400 -3.7228 0.0 0.5 0.0 -0.4490
C 2.5699 5.1944 -4.1194 0.2 -0.4 -0.2 -0.7337
C 2.9501 2.5617 -6.0857 0.6 0.0 -0.3 -0.9483
H 4.4571 4.1218 -4.3834 -0.2 -0.1 0.0 0.3781
H 3.9618 4.3664 -2.7195 -0.1 -0.4 -0.1 0.3350
H 2.1488 4.9987 -5.1095 0.4 0.1 0.4 0.1840
H 3.0283 6.1868 -4.1294 -0.1 -0.1 0.0 0.3916
H 1.7306 5.2006 -3.4160 0.3 0.1 0.0 0.1875
H 1.9774 2.8688 -6.4799 0.1 0.0 0.0 0.1607
H 3.3635 1.7689 -6.7161 -0.3 0.0 0.1 0.3400
H 3.6483 3.3949 -6.1484 -0.2 0.1 0.0 0.3339
O 5.6828 -0.6851 6.8432 -1.8 1.0 -1.1 -0.6168
C 4.8090 0.0894 6.4638 1.6 -0.6 0.9 0.6235
O 3.9774 -0.2558 5.4558 -0.2 -0.8 -0.1 -0.3523
C 2.8246 0.5030 5.0487 0.3 0.5 0.0 0.6389
C 3.2191 1.6177 4.0991 0.6 0.2 0.1 -0.4022
C 4.7064 1.4680 7.0499 -0.4 0.0 0.4 -0.8337
H 2.2660 0.8644 5.9174 0.1 0.0 0.0 0.3543
H 2.1633 -0.1955 4.5245 0.3 -0.2 0.1 -0.8215
H 3.8982 2.3318 4.5731 -0.3 0.0 0.2 0.1764
H 2.3354 2.1598 3.7523 0.1 -0.1 0.0 0.2397
H 3.7468 1.2106 3.2301 -0.3 0.2 0.4 -0.0161
H 5.4467 2.1164 6.5730 -0.2 -0.1 0.1 0.2746
H 4.9159 1.4048 8.1218 0.2 0.0 -0.3 0.4269
H 3.7179 1.9153 6.9593 0.1 0.1 -0.2 0.2187
O -2.8129 -3.6979 -2.3708 -1.8 1.2 0.6 -0.5948
C -3.9697 -3.2977 -2.2764 1.2 -1.3 -0.6 0.6761
O -4.3159 -2.4246 -1.3045 0.7 0.6 0.3 -0.3233
C -5.5942 -1.7712 -1.2077 -0.3 -0.3 0.0 -0.1297
C -6.6061 -2.6634 -0.5152 0.0 -0.2 0.1 -1.0982
C -5.0391 -3.8394 -3.1804 -0.1 0.4 -0.5 -0.6515
H -5.9343 -1.4272 -2.1891 0.0 -0.2 0.0 0.4032
H -5.4375 -0.8719 -0.6021 0.2 -0.1 0.0 0.1178
H -6.7810 -3.5870 -1.0741 0.0 0.2 0.0 0.2909
H -7.5613 -2.1449 -0.3980 0.1 0.0 0.0 0.3811
H -6.2414 -2.9587 0.4743 0.0 0.2 -0.1 0.3178
H -5.3744 -4.8078 -2.7988 0.1 0.1 0.0 0.2847
H -4.6139 -3.9703 -4.1798 0.0 -0.2 0.2 0.0621
H -5.8958 -3.1779 -3.2988 -0.1 -0.1 0.2 0.3117
O 5.0383 4.5636 6.8821 -1.8 1.1 -1.0 -0.5303
C 4.1645 5.3381 6.5028 1.4 -0.7 0.5 0.8203
O 3.3329 4.9929 5.4948 0.0 -0.6 0.1 -0.3012
C 2.1801 5.7517 5.0877 0.1 0.3 -0.1 -0.3736
C 2.5746 6.8663 4.1381 0.2 0.1 0.0 -1.0178
C 4.0619 6.7166 7.0889 -0.4 0.2 0.5 -1.1857
H 1.6215 6.1131 5.9563 0.2 0.0 0.0 0.3556
H 1.5188 5.0532 4.5635 0.3 -0.1 0.2 0.2921
H 3.2538 7.5804 4.6120 -0.2 0.0 0.0 0.2801
H 1.6909 7.4085 3.7913 0.1 -0.1 0.0 0.3753
H 3.1023 6.4593 3.2691 -0.2 0.0 0.1 0.3070
H 4.8022 7.3650 6.6119 -0.1 -0.1 0.1 0.2855
H 4.2714 6.6535 8.1608 0.2 0.0 -0.3 0.3202
H 3.0734 7.1639 6.9982 0.1 0.1 -0.2 0.3735
O 2.9582 0.2351 1.6263 0.1 -1.8 -1.2 -0.4501
C 3.4722 -0.8409 1.3344 -0.3 0.5 0.3 0.7939
O 2.7951 -1.7455 0.5928 -0.3 1.0 0.0 -0.1807
C 3.3611 -2.9564 0.0601 0.2 -0.6 0.1 -0.4661
C 3.3430 -4.0631 1.0968 -0.1 0.1 0.2 -0.9606
C 4.8252 -1.2091 1.8713 0.5 0.1 -0.4 -1.3422
H 4.3595 -2.7758 -0.3493 -0.1 0.1 0.1 0.3642
H 2.7284 -3.2485 -0.7851 0.0 0.3 0.2 0.3349
H 3.9466 -3.8076 1.9722 0.0 -0.1 -0.1 0.2144
H 3.7267 -4.9949 0.6731 -0.1 0.1 0.0 0.4534
H 2.3227 -4.2330 1.4567 0.2 0.0 -0.1 0.2609
H 4.7172 -1.5727 2.8970 0.0 0.1 -0.1 0.2489
H 5.4543 -0.3141 1.8676 -0.2 -0.1 0.2 0.3478
H 5.3511 -1.9527 1.2745 -0.2 -0.1 0.1 0.4459
O 1.7160 -5.1192 3.9860 -1.5 0.6 1.6 -0.5736
C 1.0567 -4.6385 4.9033 0.8 -0.5 -1.3 0.6029
O -0.1090 -5.2083 5.2816 0.3 -0.5 -0.2 -0.3604
C -0.8691 -4.8258 6.4420 -0.1 0.2 0.0 -0.4572
C -1.7590 -3.6363 6.1372 0.0 0.2 -0.2 -0.7586
C 1.4864 -3.3588 5.5607 0.4 0.0 0.6 -0.6210
H -0.2139 -4.6554 7.3015 0.0 0.1 -0.2 0.3787
H -1.4976 -5.6858 6.6979 0.3 0.0 -0.3 0.3020
H -1.1752 -2.7557 5.8553 0.0 -0.1 0.1 0.1507
H -2.3720 -3.3806 7.0054 0.1 0.0 -0.1 0.3637
H -2.4194 -3.8596 5.2926 0.1 -0.1 0.2 0.2776
H 1.1791 -2.5146 4.9371 0.0 -0.1 0.1 -0.0245
H 2.5765 -3.3653 5.6515 -0.2 0.1 -0.3 0.3645
H 1.0982 -3.2270 6.5694 -0.2 0.1 -0.1 0.3238
O 0.4844 5.7734 -5.8016 -2.4 -1.1 -0.5 -0.6020
C -0.5229 5.0830 -5.6754 1.0 1.1 -0.3 0.7134
O -1.2753 4.7648 -6.7522 0.6 0.0 -0.1 -0.3505
C -2.3719 3.8332 -6.7389 -0.3 0.1 0.1 -0.3502
C -3.6480 4.5073 -6.2734 -0.1 0.2 0.1 -0.9420
C -0.9878 4.6559 -4.3131 0.1 -0.6 0.4 -0.3709
H -2.1240 2.9439 -6.1517 0.0 0.1 0.0 0.2841
H -2.5033 3.4947 -7.7724 0.3 0.2 0.2 0.3300
H -3.5579 4.8818 -5.2499 0.0 -0.1 -0.1 0.2660
H -4.4891 3.8102 -6.3130 0.1 0.1 0.0 0.3561
H -3.8763 5.3718 -6.9058 0.0 -0.2 0.0 0.2971
H -1.5309 5.4814 -3.8445 0.1 -0.1 -0.1 0.2713
H -0.1095 4.4098 -3.7091 -0.2 0.3 -0.1 -0.2531
H -1.6130 3.7645 -4.3178 -0.2 0.1 -0.1 0.3008
O -4.3849 -4.6519 -6.2815 0.4 -1.8 -0.7 -0.6360
C -3.8708 -5.7279 -6.5734 -0.6 0.9 0.4 0.7320
O -4.5479 -6.6324 -7.3151 -0.2 0.7 -0.1 -0.3400
C -3.9820 -7.8434 -7.8477 0.1 -0.3 0.1 -0.3944
C -4.0000 -8.9500 -6.8110 0.0 0.0 0.3 -0.9372
C -2.5178 -6.0960 -6.0366 0.6 0.1 -0.3 -0.9487
H -2.9835 -7.6628 -8.2572 -0.1 0.0 0.2 0.3570
H -4.6146 -8.1354 -8.6929 0.0 0.3 0.2 0.2999
H -3.3965 -8.6945 -5.9357 0.0 -0.1 -0.1 0.2683
H -3.6164 -9.8818 -7.2347 -0.1 0.1 0.0 0.3509
H -5.0203 -9.1199 -6.4511 0.1 0.0 -0.2 0.2969
H -2.6258 -6.4596 -5.0109 0.0 0.1 -0.1 0.2409
H -1.8887 -5.2011 -6.0403 -0.3 -0.1 0.2 0.3125
H -1.9919 -6.8396 -6.6333 -0.1 -0.1 0.1 0.3706